No. 1
Density functional theory data (ωB97M-V/def2-TZVPD) for C5H11N3 as an isolated structure.

Values from the calculation:
LUMO level, eV: 0.42
Max |F|, eV/A: 7.67
Relative energy (zero: lowest compared OMol25 entry of this formula, charge and spin), kcal per mole: 117.5
Highest occupied orbital energy, eV: -8.00

```
! wB97M-V def2-TZVPD RIJCOSX def2/J DEFGRID3
* xyz 0 1
C -2.26 0.40 0.06
C -0.07 -1.02 -0.15
C 0.92 -0.30 -1.14
C 1.88 0.63 -0.43
C 0.61 -0.49 1.18
H -2.00 2.37 0.08
H -3.31 0.05 0.02
H -2.50 -1.64 0.17
H 0.10 -2.04 -0.13
H 0.09 0.14 -1.82
H 1.42 -1.04 -1.63
H 1.84 1.68 -0.87
H 3.00 0.19 -0.38
H 0.73 1.35 0.84
H 1.24 -1.37 1.45
H -0.12 -0.18 2.03
N -1.35 1.43 -0.14
N -1.55 -0.78 -0.10
N 1.32 0.62 0.94
*
```

---

No. 2
Density functional theory data (ωB97M-V/def2-TZVPD) for one molecule with the formula C5H11N3.

Values from the calculation:
LUMO level (spin up / spin down), eV: 0.23 / 0.29
Max |F|, eV/A: 3.66
Relative energy (zero: lowest compared OMol25 entry of this formula, charge and spin), kcal per mole: 94.9
Highest occupied orbital energy (spin up / spin down), eV: -7.80 / -9.05

```
! wB97M-V def2-TZVPD RIJCOSX def2/J DEFGRID3
* xyz 0 1
C 0.14 0.10 -2.79
N 0.26 0.28 -1.35
C -0.28 -0.68 -0.54
N -1.01 -1.67 -0.73
H 1.15 0.62 -1.03
H 0.48 1.00 -3.30
H 0.72 -0.76 -3.16
H -0.91 -0.07 -3.04
C -0.83 1.65 1.39
N 1.48 -1.18 1.09
C 0.10 -0.72 1.01
C -0.38 0.32 1.85
H 1.78 -1.25 2.06
H 1.55 -2.10 0.67
H -0.65 -1.58 1.23
H -0.67 0.03 2.85
H -0.85 2.36 2.22
H -1.86 1.60 1.01
H -0.22 2.05 0.58
*
```

---

No. 3
Density functional theory data (ωB97M-V/def2-TZVPD) for a 2-piece molecular cluster, C5H11N3 overall.

Values from the calculation:
LUMO level (spin up / spin down), eV: 0.24 / 0.24
Max |F|, eV/A: 2.91
Relative energy (zero: lowest compared OMol25 entry of this formula, charge and spin), kcal per mole: 119.7
Highest occupied orbital energy (spin up / spin down), eV: -7.93 / -7.94

```
! wB97M-V def2-TZVPD RIJCOSX def2/J DEFGRID3
* xyz 0 1
C -0.47 1.82 1.02
C 0.99 -0.10 -0.87
C -1.88 -0.94 -0.79
C 1.69 -1.21 -0.12
N -1.09 0.23 -0.49
N -1.27 0.67 0.76
C 1.00 1.43 0.86
N 2.02 1.54 1.42
H -1.23 -0.04 1.50
H -0.64 2.18 2.04
H -0.70 2.60 0.29
H 1.67 0.62 -1.31
H 0.50 -0.50 -1.75
H -2.93 -0.68 -0.93
H -1.51 -1.36 -1.73
H -1.82 -1.72 -0.01
H 2.22 -1.85 -0.83
H 2.46 -0.83 0.55
H 0.98 -1.84 0.42
*
```

---

No. 4
Density functional theory data (ωB97M-V/def2-TZVPD) for a 2-piece molecular cluster, C5H11N3 overall.

Values from the calculation:
LUMO level, eV: 0.79
Structure (SMILES): C/N=C\N.C=CN=C
Max |F|, eV/A: 3.58
Relative energy (zero: lowest compared OMol25 entry of this formula, charge and spin), kcal per mole: 66.4
Highest occupied orbital energy, eV: -8.67

```
! wB97M-V def2-TZVPD RIJCOSX def2/J DEFGRID3
* xyz 0 1
C -1.16 0.23 1.26
N -3.60 -0.42 -0.03
C -2.37 -0.10 -0.72
N -1.27 0.21 -0.17
H -0.69 1.18 1.56
H -0.56 -0.65 1.54
H -2.16 0.22 1.70
H -4.33 0.24 -0.30
H -3.86 -1.35 -0.34
H -2.50 -0.06 -1.82
C 2.51 -0.70 -0.52
C 2.22 -1.32 0.65
C 1.89 1.53 -0.24
N 2.83 0.66 -0.59
H 2.52 -1.26 -1.46
H 2.29 -0.80 1.61
H 1.95 -2.38 0.62
H 2.17 2.59 -0.10
H 0.83 1.23 -0.06
*
```

---

No. 5
Density functional theory data (ωB97M-V/def2-TZVPD) for one molecule with the formula C5H11N3.

Values from the calculation:
LUMO level (spin up / spin down), eV: 0.55 / 0.55
Max |F|, eV/A: 4.05
Relative energy (zero: lowest compared OMol25 entry of this formula, charge and spin), kcal per mole: 103.7
Highest occupied orbital energy (spin up / spin down), eV: -7.43 / -7.43

```
! wB97M-V def2-TZVPD RIJCOSX def2/J DEFGRID3
* xyz 0 1
C 0.54 -0.09 -0.80
C -0.74 0.63 -1.11
C -1.49 0.95 1.23
C 1.91 0.45 -0.88
N -1.36 0.05 0.10
C 0.00 -1.07 0.12
N 0.56 -1.41 1.34
N -0.02 -2.03 -0.86
H 0.28 -2.33 1.64
H 0.86 -0.66 1.95
H -0.77 -1.92 -1.53
H -1.26 0.34 -2.03
H -0.62 1.72 -1.12
H -0.57 1.51 1.47
H -2.29 1.68 1.05
H -1.77 0.37 2.11
H 2.63 -0.28 -0.51
H 1.97 1.35 -0.26
H 2.16 0.75 -1.90
*
```

---

No. 6
Density functional theory data (ωB97M-V/def2-TZVPD) for a 2-piece molecular cluster, C5H11N3 overall.

Values from the calculation:
LUMO level, eV: 0.87
Max |F|, eV/A: 5.26
Relative energy (zero: lowest compared OMol25 entry of this formula, charge and spin), kcal per mole: 129.3
Highest occupied orbital energy, eV: -7.73

```
! wB97M-V def2-TZVPD RIJCOSX def2/J DEFGRID3
* xyz 0 1
C 2.56 -0.87 -0.43
C -1.53 -0.06 -1.18
C -1.47 -0.65 1.22
C -0.22 1.27 0.26
C -0.75 -0.07 0.09
N 1.73 -1.83 -0.33
N 1.09 3.20 0.57
N 0.43 2.19 0.47
H 3.60 -1.07 -0.58
H -2.02 -0.96 -1.51
H -0.86 0.11 -2.05
H -2.49 0.63 -1.00
H -1.84 -1.59 1.04
H -0.87 -0.73 2.18
H -2.34 -0.06 1.70
H 2.21 -0.04 0.02
H 0.23 -0.67 -0.11
H 1.97 -2.78 -0.82
H 0.58 3.98 0.46
*
```

---

No. 7
Density functional theory data (ωB97M-V/def2-TZVPD) for C5H11N3 as an isolated structure.

Values from the calculation:
LUMO level, eV: 0.83
Max |F|, eV/A: 3.71
Relative energy (zero: lowest compared OMol25 entry of this formula, charge and spin), kcal per mole: 90.0
Highest occupied orbital energy, eV: -8.00

```
! wB97M-V def2-TZVPD RIJCOSX def2/J DEFGRID3
* xyz 0 1
C -1.37 -0.23 1.44
C -1.17 -1.00 -0.98
C 0.94 -0.32 0.26
C 0.45 1.00 -0.05
C -0.53 -0.29 0.19
N 1.88 -1.14 -0.28
N 0.49 1.59 -1.37
N 1.31 1.36 0.99
H 1.86 -2.12 -0.02
H 2.80 -0.74 -0.40
H 1.45 1.84 -1.59
H -0.03 2.46 -1.35
H 0.75 1.82 1.72
H -1.58 -1.24 1.80
H -0.86 0.32 2.23
H -0.58 -0.93 -1.89
H -1.33 -2.06 -0.76
H -2.15 -0.56 -1.19
H -2.33 0.25 1.23
*
```

---

No. 8
Density functional theory data (ωB97M-V/def2-TZVPD) for an isolated ion of composition C5H11N3 and charge +2.

Values from the calculation:
LUMO level, eV: -10.27
Structure (SMILES): C[C@H]1NC=[NH+]C=[N+]1C
Max |F|, eV/A: 6.13
Relative energy (zero: lowest compared OMol25 entry of this formula, charge and spin), kcal per mole: 67.9
Highest occupied orbital energy, eV: -19.45

```
! wB97M-V def2-TZVPD RIJCOSX def2/J DEFGRID3
* xyz 2 1
C -2.09 0.18 0.09
C -0.51 -1.35 -0.85
C 0.22 0.57 0.58
C 0.82 1.83 -0.19
C 1.72 -1.32 0.16
N -1.17 0.80 0.76
N -1.75 -0.82 -0.80
N 0.46 -0.72 -0.09
H -3.12 0.35 0.11
H -0.41 -2.32 -1.18
H 0.64 0.56 1.61
H 1.33 2.35 0.60
H 0.17 2.58 -0.73
H 1.54 1.52 -0.86
H 2.37 -0.60 0.66
H 2.17 -1.72 -0.71
H 1.60 -2.21 0.74
H -1.41 1.55 1.45
H -2.58 -1.24 -1.34
*
```

---

No. 9
Density functional theory data (ωB97M-V/def2-TZVPD) for C5H11N3O as an isolated structure.

Values from the calculation:
LUMO level, eV: 0.66
Max |F|, eV/A: 1.78
Relative energy (zero: lowest compared OMol25 entry of this formula, charge and spin), kcal per mole: 110.2
Highest occupied orbital energy, eV: -6.87

```
! wB97M-V def2-TZVPD RIJCOSX def2/J DEFGRID3
* xyz 0 1
C -0.71 -1.53 -1.45
C 1.01 0.00 2.35
N -0.37 -0.17 -1.03
C 1.02 -0.07 -0.23
C 0.45 0.25 0.99
N -1.37 1.80 0.48
C -0.96 0.54 0.71
O -0.35 0.69 -2.17
N 2.19 -0.22 -0.72
H 0.58 0.95 -2.24
H 2.20 -0.73 -1.60
H -0.69 2.44 0.09
H -2.33 1.95 0.17
H -1.75 -0.10 1.13
H -0.03 -1.90 -2.22
H -0.64 -2.18 -0.58
H -1.73 -1.53 -1.83
H 1.97 -0.50 2.26
H 0.34 -0.62 2.95
H 1.17 0.93 2.92
*
```

---

No. 10
Density functional theory data (ωB97M-V/def2-TZVPD) for a 2-piece molecular cluster, C5H11N3O overall.

Values from the calculation:
LUMO level, eV: 0.34
Structure (SMILES): [H]/N=C(/C)C(N)=O.[H]/N=C/C
Max |F|, eV/A: 5.40
Relative energy (zero: lowest compared OMol25 entry of this formula, charge and spin), kcal per mole: 65.7
Highest occupied orbital energy, eV: -8.69

```
! wB97M-V def2-TZVPD RIJCOSX def2/J DEFGRID3
* xyz 0 1
C 0.49 1.82 -1.42
C -0.01 -1.11 -0.60
C -0.69 1.37 -0.66
N -0.89 -2.07 -0.12
N -1.36 0.30 -1.02
O 0.77 -1.29 -1.53
H -1.36 -2.58 -0.87
H -0.71 -2.52 0.76
H -2.19 0.15 -0.44
H 0.99 0.98 -1.90
H 0.13 2.49 -2.21
H 1.18 2.37 -0.78
C 0.05 -0.30 2.11
C 0.76 -0.40 0.80
N 1.99 -0.18 0.71
H 2.33 -0.31 -0.25
H -1.09 2.07 0.07
H 0.29 0.66 2.59
H -1.03 -0.35 1.99
H 0.37 -1.11 2.77
*
```